#one
The following is a DFT calculation (wB97M-V/def2-TZVPD) of C3H6N2O in the gas phase.

The geometry in ORCA input format:
```
! wB97M-V def2-TZVPD RIJCOSX def2/J DEFGRID3
* xyz 0 1
N 1.86998 -0.04664 -0.28170
C 0.90308 0.67159 0.31727
O 1.24413 1.78622 0.70481
C -0.50506 0.22273 0.47464
C -1.32908 -0.20774 -0.68288
N -0.84179 -1.18202 0.28344
H 2.62600 0.63345 -0.12996
H 1.86206 -1.03044 -0.53125
H -0.99646 0.80020 1.25328
H -0.87996 -0.28244 -1.67009
H -2.37709 0.08613 -0.67070
H -1.57582 -1.45105 0.93314
*
```

## Properties
structure (SMILES) = NC(=O)[C@H]1CN1
lowest unoccupied orbital energy = 0.03581 Eh
orbital gap = 10.8 eV

#two
The following is a DFT calculation (wB97M-V/def2-TZVPD) of a molecular structure, C3H6N2O.

The geometry in ORCA input format:
```
! wB97M-V def2-TZVPD RIJCOSX def2/J DEFGRID3
* xyz 0 1
C -0.23509 -0.29444 -0.84957
C 1.25769 0.02572 -1.25077
C 1.15508 0.66001 0.11558
N -0.06227 0.41403 0.40672
N -1.31762 -0.74406 -1.26638
O -1.32048 -1.67109 2.58996
H 1.77019 -0.88841 -1.06520
H 1.45061 0.53176 -2.25312
H -1.03021 -0.70368 2.73676
H 1.92289 1.06424 0.63503
H -1.33298 -0.94568 -2.33757
H -1.34015 -1.78103 1.56103
*
```

## Properties
lowest unoccupied orbital energy = 0.01428 Eh
orbital gap = 10.5 eV

#three
The following is a DFT calculation (wB97M-V/def2-TZVPD) of 2 unconnected molecules or ions with the total composition C3H6N2O.

The geometry in ORCA input format:
```
! wB97M-V def2-TZVPD RIJCOSX def2/J DEFGRID3
* xyz 0 1
H -0.14004 -0.70653 -2.31550
N -0.96952 -0.60301 -1.73223
C -0.72972 -0.12219 -0.58626
C -1.84381 0.19553 0.36320
C 0.63464 0.10132 -0.07187
N 1.40148 1.02742 -0.12777
H -2.78736 -0.14491 -0.05660
H -1.67524 -0.29568 1.32492
H -1.90080 1.27178 0.54297
O 2.65660 0.01471 1.15516
H 3.52270 0.00638 0.72392
H 1.83107 -0.74484 0.78007
*
```

## Properties
structure (SMILES) = [H]/N=C(/C)C#N.O
lowest unoccupied orbital energy = -0.01483 Eh
orbital gap = 9.3 eV

#four
The following is a DFT calculation (wB97M-V/def2-TZVPD) of 2 unconnected molecules or ions with the total composition C3H6N2O.

The geometry in ORCA input format:
```
! wB97M-V def2-TZVPD RIJCOSX def2/J DEFGRID3
* xyz 0 1
N 1.35514 0.24436 1.69239
C 1.47246 -0.20412 0.46114
C -1.19324 -0.65092 -1.02437
O -1.67619 -0.38939 0.26824
C -0.81636 0.59991 -1.72175
N -0.48319 1.59406 -2.21080
H 0.99866 -0.37375 2.41563
H 1.62611 1.16908 2.02740
H 1.90129 0.62771 -0.13232
H -0.30042 -1.28515 -0.99738
H -1.98520 -1.15338 -1.58154
H -0.89906 -0.17842 0.80336
*
```

## Properties
lowest unoccupied orbital energy = 0.02193 Eh
orbital gap = 9.8 eV

Which structure wins on stability? #one wins.

#one
The following is a DFT calculation (wB97M-V/def2-TZVPD) of C3H6N2O in the gas phase.

The geometry in ORCA input format:
```
! wB97M-V def2-TZVPD RIJCOSX def2/J DEFGRID3
* xyz 0 1
H -1.63050 1.40064 -1.48765
N -0.77008 0.87549 -1.62687
C -0.36532 0.36033 -0.53597
C -1.02552 0.47347 0.81382
N 0.81717 -0.38514 -0.62803
C 1.57590 -1.08180 0.28207
O 2.58871 -1.66085 -0.04306
H -1.92717 1.08652 0.73028
H -0.35753 0.94157 1.54393
H -1.31485 -0.51101 1.19551
H 1.19302 -0.41181 -1.56889
H 1.21616 -1.08741 1.32487
*
```

## Properties
structure (SMILES) = [H]/N=C(\C)NC=O
lowest unoccupied orbital energy = 0.02785 Eh
orbital gap = 10.7 eV

#two
The following is a DFT calculation (wB97M-V/def2-TZVPD) of C3H6N2O in the gas phase.

The geometry in ORCA input format:
```
! wB97M-V def2-TZVPD RIJCOSX def2/J DEFGRID3
* xyz 0 1
O 2.58305 -1.80945 -0.53179
C 1.50350 -1.44947 -0.03205
N 0.99187 -0.13907 -0.30365
N -0.36871 0.11821 -0.46552
C -0.95055 1.39149 -0.09516
C -1.27439 0.25501 0.64559
H 0.87548 -2.09252 0.75269
H 1.55991 0.03210 -1.26089
H -1.68914 1.82432 -0.87993
H -0.13832 2.14717 -0.03008
H -2.19719 -0.29922 0.59751
H -0.89552 0.02143 1.60329
*
```

## Properties
structure (SMILES) = O=CNN1CC1
lowest unoccupied orbital energy = 0.03795 Eh
orbital gap = 9.7 eV

Which structure wins on stability? #one wins.

#one
The following is a DFT calculation (wB97M-V/def2-TZVPD) of C3H6N2O in the gas phase.

The geometry in ORCA input format:
```
! wB97M-V def2-TZVPD RIJCOSX def2/J DEFGRID3
* xyz 0 1
N -1.79700 -0.09012 -0.52465
C -0.80988 -0.06510 0.59800
C 0.15926 1.16723 0.37314
N 1.22261 0.87093 -0.28184
O 1.34313 -0.53613 -0.40962
C 0.27175 -1.14403 0.35282
H -1.23400 -0.33804 -1.40691
H -2.36559 0.82538 -0.63312
H -1.21716 -0.18142 1.56653
H -0.14163 2.20197 0.59126
H -0.20626 -1.83020 -0.35891
H 0.71362 -1.60292 1.21975
*
```

## Properties
structure (SMILES) = N[C@@H]1C=NOC1
lowest unoccupied orbital energy = 0.03479 Eh
orbital gap = 10.4 eV

#two
The following is a DFT calculation (wB97M-V/def2-TZVPD) of C3H6N2O in the gas phase.

The geometry in ORCA input format:
```
! wB97M-V def2-TZVPD RIJCOSX def2/J DEFGRID3
* xyz 0 1
N -1.70581 -0.53422 -0.07618
C -0.55912 -0.91686 0.26537
C 0.14832 1.82591 -0.89094
C 0.76706 -0.38368 -0.26623
O -0.40487 -1.85475 1.20768
N 0.80208 1.05733 -0.08877
H -1.28214 -2.14785 1.49987
H -1.71140 0.19744 -0.77712
H 1.30147 1.34815 0.75992
H 0.23141 2.87941 -0.56393
H 0.82123 -0.61006 -1.33424
H 1.59178 -0.86081 0.26456
*
```

## Properties
lowest unoccupied orbital energy = 0.02976 Eh
orbital gap = 9.4 eV

Which structure wins on stability? #two wins.

#one
The following is a DFT calculation (wB97M-V/def2-TZVPD) of 2 unconnected molecules or ions with the total composition C3H6N2O.

The geometry in ORCA input format:
```
! wB97M-V def2-TZVPD RIJCOSX def2/J DEFGRID3
* xyz 0 1
C -0.70951 -2.03517 0.37978
C -1.40529 -1.03828 0.93344
N -1.05600 0.06772 0.25762
C -0.07017 -0.21657 -0.61983
N 0.25119 -1.50770 -0.55680
H -0.82988 -3.10036 0.57715
H -2.16909 -1.01948 1.71085
H -1.39456 0.98776 0.54986
H 0.34932 0.56064 -1.25863
O 2.42052 2.75578 -0.43085
H 2.78073 1.84627 -0.32459
H 1.83275 2.69938 -1.21800
*
```

## Properties
structure (SMILES) = c1c[nH]cn1.O
lowest unoccupied orbital energy = 0.02259 Eh
orbital gap = 9.8 eV

#two
The following is a DFT calculation (wB97M-V/def2-TZVPD) of 2 unconnected molecules or ions with the total composition C3H6N2O.

The geometry in ORCA input format:
```
! wB97M-V def2-TZVPD RIJCOSX def2/J DEFGRID3
* xyz 0 1
H -0.68843 1.52186 -0.84017
N -0.07622 0.75798 -0.70253
C -0.60940 -0.19971 -0.09476
C -2.05363 -0.34929 0.31843
O 0.12598 -1.22101 0.16040
H -2.70333 -0.99229 -0.21739
H -2.61178 0.55202 0.35103
H -1.96569 -0.71400 1.33901
H 1.10312 -1.08589 0.06625
C 3.16364 0.59189 -0.18865
N 2.96528 -0.48381 0.21897
H 3.35046 1.62224 -0.41057
*
```

## Properties
structure (SMILES) = [H]/N=C(\C)O.C#N
lowest unoccupied orbital energy = 0.03818 Eh
orbital gap = 10.8 eV

Which structure wins on stability? #one wins.

#one
The following is a DFT calculation (wB97M-V/def2-TZVPD) of C3H6N2O in the gas phase.

The geometry in ORCA input format:
```
! wB97M-V def2-TZVPD RIJCOSX def2/J DEFGRID3
* xyz 0 1
O 2.23277 -1.00714 1.11009
N 1.63209 0.10538 0.70629
C 0.45143 0.13742 0.17924
C -0.56250 1.12679 -0.34842
N -1.56280 0.03093 -0.34102
C -0.52745 -0.99486 -0.04582
H 2.51522 0.49299 1.07310
H -0.31128 1.51638 -1.34555
H -0.81877 1.96440 0.30904
H -2.03319 -0.10193 -1.23166
H -0.26208 -1.64870 -0.88994
H -0.75344 -1.62164 0.82464
*
```

## Properties
structure (SMILES) = [O-][NH+]=C1CNC1
lowest unoccupied orbital energy = 0.03105 Eh
orbital gap = 9.4 eV

#two
The following is a DFT calculation (wB97M-V/def2-TZVPD) of C3H6N2O in the gas phase.

The geometry in ORCA input format:
```
! wB97M-V def2-TZVPD RIJCOSX def2/J DEFGRID3
* xyz 0 1
C -0.02125 0.60763 -0.15010
C -1.10433 -0.46171 -0.08152
C 0.02578 -1.49285 -0.01080
N 0.92675 -0.29581 -0.13884
N 0.18603 1.95156 0.02688
O 2.33495 -0.19233 -0.18241
H -1.68224 -0.41706 0.86469
H -1.80752 -0.48449 -1.06096
H 0.07636 -2.03144 1.02657
H 0.23512 -2.02066 -0.91373
H -0.38560 2.68049 0.50613
H 1.21596 2.15668 0.11410
*
```

## Properties
lowest unoccupied orbital energy = 0.02740 Eh
orbital gap = 8.5 eV

Which structure wins on stability? #two wins.

#one
The following is a DFT calculation (wB97M-V/def2-TZVPD) of 2 unconnected molecules or ions with the total composition C4H9O3.

The geometry in ORCA input format:
```
! wB97M-V def2-TZVPD RIJCOSX def2/J DEFGRID3
* xyz -1 1
O -1.65418 1.42979 -2.61501
C -1.26090 0.62252 -1.72386
C -1.81073 -0.59088 -1.34863
C -1.33942 -1.27952 -0.10048
C 0.08294 -1.81535 -0.00778
O 0.12817 -3.24323 -0.42245
H -0.35023 0.94054 -1.15128
H -0.33465 -3.23229 -1.24581
H -2.62927 -1.02200 -1.90880
H -1.43601 -0.63351 0.79799
H -1.99490 -2.15447 -0.02450
H 0.80641 -1.31069 -0.65183
H 0.44144 -1.95786 1.01652
H 4.34023 3.32909 4.59896
H 4.65668 4.44943 3.70107
O 4.40806 4.30440 4.59881
*
```

## Properties
lowest unoccupied orbital energy = 0.09581 Eh
orbital gap = 4.8 eV

#two
The following is a DFT calculation (wB97M-V/def2-TZVPD) of 2 unconnected molecules or ions with the total composition C4H9O3.

The geometry in ORCA input format:
```
! wB97M-V def2-TZVPD RIJCOSX def2/J DEFGRID3
* xyz -1 1
C -1.93225 1.65670 1.79801
O -1.81138 0.24484 1.76980
H -2.19474 -0.00984 0.91508
H -1.10934 2.16947 1.27523
H -1.77172 1.96864 2.81835
H -2.78420 2.09075 1.24097
C 1.09238 0.19720 -0.12983
C 2.51805 0.56985 -0.69709
C 0.33324 -0.89277 -0.90904
O -0.14046 -0.45830 -2.00362
O 0.19828 -1.99962 -0.37553
H 1.31051 -0.10132 0.89662
H 0.37878 0.99787 -0.02140
H 2.28445 1.15850 -1.56602
H 2.99810 -0.37057 -0.87146
H 3.09585 1.02814 0.10090
*
```

## Properties
lowest unoccupied orbital energy = 0.13282 Eh
orbital gap = 7.4 eV

#three
The following is a DFT calculation (wB97M-V/def2-TZVPD) of 2 unconnected molecules or ions with the total composition C4H9O3.

The geometry in ORCA input format:
```
! wB97M-V def2-TZVPD RIJCOSX def2/J DEFGRID3
* xyz -1 1
C -1.06211 0.48508 -0.20453
O -0.86421 1.46035 -1.06279
C 0.17605 0.33599 0.96733
C 1.01554 -0.84436 0.61864
C 1.96710 -1.41616 1.64660
O 2.76848 -2.29630 1.44541
H -1.96919 0.65179 0.42963
H -1.01912 -0.54697 -0.63182
H 0.62491 1.28225 0.66824
H -0.37284 0.39559 1.90607
H 1.64142 -0.61740 -0.24867
H 0.50142 -1.77924 0.32506
H 1.87934 -0.98726 2.67182
H -3.32265 2.15580 -2.01890
H -1.95110 1.65644 -2.39672
O -2.87743 1.73573 -2.76486
*
```

## Properties
lowest unoccupied orbital energy = 0.13537 Eh
orbital gap = 6.9 eV

#four
The following is a DFT calculation (wB97M-V/def2-TZVPD) of 2 unconnected molecules or ions with the total composition C4H9O3.

The geometry in ORCA input format:
```
! wB97M-V def2-TZVPD RIJCOSX def2/J DEFGRID3
* xyz -1 1
O 0.19941 0.92101 1.79290
C -0.96474 0.89147 1.29861
O -2.02817 1.33559 1.76083
C -1.07470 0.18006 -0.07885
C 0.12092 0.44113 -0.99039
C 0.21955 -0.55322 -2.15545
H -1.98932 0.54677 -0.54192
H -1.17139 -0.89442 0.09528
H 1.00459 0.38903 -0.34898
H 0.20268 1.47864 -1.32662
H 0.50796 -1.51507 -1.73073
H -0.74220 -0.65618 -2.66671
H 0.97399 -0.22717 -2.88453
H 2.08158 -0.79668 2.02178
H 0.99182 -0.42153 2.92527
O 1.66802 -1.11942 2.82952
*
```

## Properties
lowest unoccupied orbital energy = 0.14209 Eh
orbital gap = 8.2 eV

Which structure wins on stability? #four wins.

#one
The following is a DFT calculation (wB97M-V/def2-TZVPD) of 2 unconnected molecules or ions with the total composition C4H9O3.

The geometry in ORCA input format:
```
! wB97M-V def2-TZVPD RIJCOSX def2/J DEFGRID3
* xyz -1 1
O -0.63146 0.14170 2.57128
C -0.60487 -1.13938 2.57479
O -0.50983 -2.06402 1.63892
H -0.69217 -1.45420 3.60174
C -0.51483 0.73645 -1.99779
C -0.09980 0.19337 -0.61478
C 1.24969 0.77836 -0.09637
O 0.03316 -1.21700 -0.76219
H -1.48448 0.28624 -2.30565
H 0.18316 0.37608 -2.78529
H -0.53759 1.83936 -2.03599
H -0.91741 0.40161 0.01734
H 1.14465 1.84265 0.15231
H 2.05717 0.67166 -0.82781
H 1.60653 0.27066 0.81521
H -0.28193 -1.66354 0.05426
*
```

## Properties
lowest unoccupied orbital energy = 0.14966 Eh
orbital gap = 8.6 eV

#two
The following is a DFT calculation (wB97M-V/def2-TZVPD) of 2 unconnected molecules or ions with the total composition C4H9O3.

The geometry in ORCA input format:
```
! wB97M-V def2-TZVPD RIJCOSX def2/J DEFGRID3
* xyz -1 1
C -1.46408 0.60131 1.59259
C -1.35543 1.63529 0.42888
O -0.83854 -0.62372 1.23685
H -0.93689 0.95635 2.49528
H -2.51047 0.38259 1.82740
H -1.44237 1.12187 -0.50364
H 0.09163 -0.37897 0.81570
H -0.43855 2.14371 0.52636
H -2.14359 2.31959 0.32930
C 1.15399 -1.61599 -1.57433
C 2.10089 -0.66329 -0.83351
O 1.70727 -0.02989 0.18041
O 3.19000 -0.49951 -1.27457
H 0.30586 -1.02326 -1.90180
H 0.89238 -2.39522 -0.87062
H 1.68789 -1.93088 -2.47431
*
```

## Properties
lowest unoccupied orbital energy = 0.14443 Eh
orbital gap = 8.0 eV

Which structure wins on stability? #one wins.